16
Properties=species:S:1:pos:R:3:forces:R:3:nbo_charge:R:1 method="wB97M-V/def2-TZVPD" homo_ev=-15.31 total_charge=+1 homo_lumo_gap_ev=10.8 relative_energy_kcal_mol=59.74 total_energy_ha=-400.19708 max_force_ha_per_bohr=0.105 e_lumo_ev=-4.505
C -0.998399 0.537978 -1.892895 2.2 0.9 -2.4 0.37
C -0.415629 0.138315 0.175514 2.2 0.8 -2.0 0.82
C 2.215542 -0.514115 -0.639939 -2.0 -2.0 -0.3 -0.63
C -1.649711 -0.291880 2.176741 2.3 -2.2 4.3 -0.28
C 0.972708 0.481732 -0.885890 0.8 -0.2 5.3 -0.06
N 0.261169 0.584315 -2.015615 -1.8 0.1 -3.0 -0.39
O -1.442842 0.200356 -0.621084 -1.1 0.0 1.4 -0.43
O -0.486331 -0.064153 1.398508 1.2 0.1 -0.6 -0.38
H -1.634764 0.911878 -2.743465 -0.1 -1.0 1.6 0.27
H 3.164065 -0.004410 -0.744092 0.0 0.1 -0.4 0.26
H 2.234283 -1.028484 0.387268 -0.4 1.2 -1.3 0.25
H 2.072543 -1.409580 -1.363821 0.6 1.7 1.0 0.25
H -1.541378 -1.354656 2.607235 -0.5 1.5 -1.1 0.24
H -2.508546 -0.077950 1.701625 -2.9 0.5 -1.9 0.21
H -1.524711 0.336262 3.075583 -0.1 0.0 -0.6 0.24
H 1.282001 1.554394 -0.615673 -0.4 -1.4 0.0 0.28



18
Properties=species:S:1:pos:R:3:forces:R:3:nbo_charge:R:1 method="wB97M-V/def2-TZVPD" homo_ev="-1.38 / -1.38" total_charge=-1 homo_lumo_gap_ev="5.0 / 5.0" relative_energy_kcal_mol=148.87 total_energy_ha=-550.84873 max_force_ha_per_bohr=0.072 e_lumo_ev="3.602 / 3.602"
C 1.049120 0.940279 0.988636 -0.1 0.9 1.2 -0.16
C 1.469174 0.032536 0.091571 -0.7 0.8 -0.3 0.37
C -0.208894 0.940033 -1.066090 -2.3 2.6 1.4 0.44
C 1.515561 -2.365041 0.299361 1.3 -1.1 2.6 -0.24
C -2.461709 0.413672 -0.346437 2.0 1.5 0.1 -0.25
N -0.058514 1.733940 0.637601 0.3 -3.1 -1.3 -0.13
O -0.196952 2.996996 0.941786 0.3 0.6 -0.4 -0.73
O 0.932800 0.299365 -1.202598 1.3 -1.1 -0.8 -0.54
O 2.219253 -1.078666 0.199465 0.2 -1.6 0.6 -0.53
O -1.273549 -0.008342 -1.010133 0.4 -0.4 -0.2 -0.60
H 1.568037 1.049289 1.978414 -0.9 -0.1 -1.0 0.19
H -0.478120 1.746671 -1.868559 0.8 -1.3 1.3 0.13
H 2.191020 -3.202552 -0.023870 -0.1 1.1 0.3 0.17
H 0.759486 -2.351564 -0.407732 -2.0 0.1 -1.0 0.19
H 1.102415 -2.762550 1.402226 1.0 1.8 -2.6 0.15
H -2.298575 0.205855 0.725820 -0.6 0.5 -0.3 0.19
H -3.311801 -0.088823 -0.747998 -0.5 -0.6 -0.4 0.16
H -2.518752 1.498901 -0.591463 -0.6 -0.5 0.8 0.18



18
Properties=species:S:1:pos:R:3:forces:R:3:nbo_charge:R:1 method="wB97M-V/def2-TZVPD" homo_ev="-1.94 / -1.95" total_charge=-1 homo_lumo_gap_ev="5.5 / 5.5" relative_energy_kcal_mol=163.59 total_energy_ha=-550.82528 max_force_ha_per_bohr=0.077 e_lumo_ev="3.555 / 3.555"
C 0.048787 1.681407 0.144075 -0.7 -1.0 1.2 -0.29
C 0.422382 0.452958 0.772783 1.8 2.5 0.3 0.69
C -0.422614 -1.480236 -0.426269 0.2 -3.8 0.4 -0.05
C 0.915745 -0.277754 2.997237 -0.6 -0.2 -1.5 -0.28
C -0.933973 -0.676105 -2.671936 -1.8 -2.5 -0.1 -0.25
N 0.042912 1.884329 -1.149935 0.1 -0.7 -1.2 -0.01
O -0.339855 3.001775 -1.569016 0.0 0.3 0.1 -0.54
O 0.581270 -0.745896 0.392649 -0.3 2.2 0.4 -0.48
O 0.924636 0.873791 2.061416 -0.7 -3.9 0.5 -0.52
O -1.221130 -0.833528 -1.285848 -0.4 0.9 -0.2 -0.56
H -0.276756 2.452407 0.839035 0.1 0.2 -0.1 0.17
H 0.245669 -2.332773 -0.827069 -0.8 1.5 -0.1 0.08
H 1.634852 -0.272952 3.745045 1.8 1.1 1.2 0.17
H 1.069369 -1.247427 2.549413 0.3 0.0 -1.0 0.20
H 0.008361 -0.490659 3.516267 -1.3 0.9 0.2 0.17
H -0.915752 -1.703667 -3.167496 -0.1 1.1 0.5 0.14
H -0.043250 -0.203003 -2.823498 2.5 1.4 -0.4 0.18
H -1.740654 -0.082667 -3.096854 0.0 0.0 0.0 0.18



15
Properties=species:S:1:pos:R:3:forces:R:3:nbo_charge:R:1 method="wB97M-V/def2-TZVPD" homo_ev=-8.47 homo_lumo_gap_ev=9.0 relative_energy_kcal_mol=79.46 smiles=CC#CN.CC#P total_energy_ha=-591.27587 max_force_ha_per_bohr=0.064 e_lumo_ev=0.563
C 0.221536 -2.106122 0.848870 0.8 3.0 -1.1 -0.65
C 0.615020 -0.651905 1.044160 -1.1 -2.0 -0.2 -0.10
C 0.687122 0.513343 1.285168 0.6 1.7 0.8 0.13
N 0.939043 1.793611 1.741995 0.8 -2.5 0.3 -0.83
H -0.646190 -2.327267 1.427083 -0.7 -0.3 0.2 0.23
H 0.069600 -2.208779 -0.240434 0.0 -0.6 0.6 0.23
H 1.073877 -2.618880 1.202464 0.7 -1.3 0.1 0.23
H 0.582901 2.470298 1.145658 -0.8 1.5 -1.0 0.39
H 0.644781 1.885602 2.692737 -0.1 0.3 0.4 0.38
C -0.982870 1.166091 -1.808755 -1.9 -2.3 -1.3 -0.75
C -1.349012 2.246715 -0.942707 -0.5 2.0 1.8 -0.47
P -1.675540 3.395105 0.078272 0.2 -1.4 -1.5 0.45
H -1.905513 0.895307 -2.587441 2.2 0.4 2.2 0.24
H -0.175440 1.438919 -2.467824 0.5 0.1 -0.1 0.25
H -0.656398 0.264663 -1.165766 -0.7 1.2 -1.2 0.27



16
Properties=species:S:1:pos:R:3:forces:R:3:nbo_charge:R:1 method="wB97M-V/def2-TZVPD" homo_ev=-8.86 homo_lumo_gap_ev=9.5 relative_energy_kcal_mol=19.66 smiles=PCCc1nccs1 total_energy_ha=-989.55418 max_force_ha_per_bohr=0.091 e_lumo_ev=0.627
P 3.393465 -0.613470 0.238431 -0.6 0.3 4.3 0.26
C 1.490816 -0.326533 0.615186 1.3 1.8 0.4 -0.63
C 0.629346 -0.048138 -0.643279 -0.2 -3.5 3.1 -0.45
C -0.802948 0.116621 -0.231840 1.4 -0.9 -0.9 0.07
N -1.551328 1.055574 -0.710677 1.1 0.2 0.2 -0.44
C -2.775879 0.909790 -0.215115 -4.3 -0.4 -0.7 -0.04
C -3.000449 -0.198148 0.575830 0.1 1.4 -1.0 -0.48
S -1.574840 -1.068556 0.783749 0.4 0.5 -0.3 0.42
H 3.994123 0.704261 0.436380 -0.7 -0.7 -0.2 -0.01
H 3.484840 -0.586173 -1.050447 -0.2 0.3 -3.5 -0.05
H 1.145078 -1.218115 1.165981 0.2 0.4 -0.3 0.22
H 1.411772 0.571954 1.315842 0.2 -1.3 -0.7 0.23
H 0.871723 -0.951389 -1.203858 -0.9 0.0 -0.7 0.21
H 0.941948 0.745040 -1.174850 1.1 2.9 -1.7 0.23
H -3.694484 1.456798 -0.695631 2.1 -0.6 1.3 0.21
H -3.963186 -0.549511 0.794295 -0.9 -0.4 0.7 0.24



14
Properties=species:S:1:pos:R:3:forces:R:3:nbo_charge:R:1 method="wB97M-V/def2-TZVPD" homo_ev=-9.28 homo_lumo_gap_ev=10.4 relative_energy_kcal_mol=33.31 smiles="C[C@@H]1C=CCO1" total_energy_ha=-270.50481 max_force_ha_per_bohr=0.047 e_lumo_ev=1.119
C 1.814261 -0.490193 0.230352 -0.1 0.1 0.0 -0.63
C 0.697988 0.207117 -0.535201 -1.0 1.6 1.6 0.10
C -0.220996 1.130314 0.462385 0.7 -1.2 -1.0 -0.21
C -1.431259 0.595234 0.458390 -0.2 -0.1 0.0 -0.24
C -1.583195 -0.573276 -0.435970 1.8 -0.4 -1.2 -0.10
O -0.210556 -0.720652 -1.105453 -2.0 0.3 1.1 -0.54
H 2.402906 -1.152364 -0.406798 -0.1 0.1 -0.1 0.22
H 2.484080 0.256509 0.663854 0.0 -0.1 0.0 0.21
H 1.386837 -1.094080 1.032560 0.0 0.0 0.0 0.21
H 1.111758 0.869538 -1.308973 -0.1 -0.3 -0.1 0.17
H 0.071436 2.007201 1.064316 0.1 -0.7 -0.5 0.22
H -2.329163 0.854793 1.003056 0.2 0.5 0.3 0.22
H -2.325447 -0.400628 -1.232279 0.3 -0.1 0.2 0.19
H -1.869791 -1.492483 0.109440 0.4 0.2 -0.3 0.19



14
Properties=species:S:1:pos:R:3:forces:R:3:nbo_charge:R:1 method="wB97M-V/def2-TZVPD" homo_ev=-8.40 homo_lumo_gap_ev=9.3 relative_energy_kcal_mol=76.91 total_energy_ha=-270.43533 max_force_ha_per_bohr=0.008 e_lumo_ev=0.863
O 1.722147 -1.003475 -0.305385 0.2 0.0 0.2 -0.68
C 1.773680 -0.151820 0.710110 -0.4 0.0 -0.3 0.27
C 0.551192 0.709024 0.640844 0.3 0.1 0.1 -0.38
C -0.295210 0.763453 -0.655180 0.0 0.0 -0.2 -0.41
C -1.221314 -0.337435 -0.095417 -0.1 -0.1 -0.1 -0.40
C -0.557298 -0.193029 1.292350 -0.1 -0.1 0.2 -0.37
H 2.454079 -1.625770 -0.193054 -0.1 0.1 -0.1 0.50
H -0.184571 -1.115027 1.751193 -0.1 0.1 0.0 0.21
H 0.730454 1.657909 1.153797 0.0 -0.2 -0.1 0.22
H 0.241860 0.524636 -1.577141 -0.1 0.0 0.1 0.21
H -0.800776 1.725886 -0.777667 0.1 -0.1 0.1 0.21
H -2.294704 -0.131322 -0.128531 0.2 0.0 0.0 0.21
H -1.037310 -1.314042 -0.551291 0.0 0.1 0.1 0.21
H -1.157144 0.341442 2.032325 0.1 0.0 -0.1 0.21



14
Properties=species:S:1:pos:R:3:forces:R:3:nbo_charge:R:1 method="wB97M-V/def2-TZVPD" homo_ev="-9.06 / -9.06" homo_lumo_gap_ev="8.2 / 8.2" relative_energy_kcal_mol=109.37 total_energy_ha=-270.38360 max_force_ha_per_bohr=0.033 e_lumo_ev="-0.874 / -0.869"
C 0.959437 -1.802521 0.479751 0.2 0.3 0.1 -0.22
C 0.433381 -0.506811 0.812043 -1.0 -0.4 -0.7 0.13
O -0.149340 -0.239582 1.890565 0.1 0.1 -0.2 -0.67
C 0.161348 0.297908 -0.462989 0.1 0.3 -0.1 -0.28
C -1.304212 0.517016 -0.727761 -0.2 0.0 -0.1 -0.41
C -0.427843 1.642258 -0.254674 0.0 0.4 0.0 -0.42
H 1.579663 -1.979946 -0.394636 -0.2 0.3 0.0 0.20
H 1.694937 -0.319349 0.885329 0.1 -1.7 0.2 0.32
H 0.596266 -2.694609 1.006680 0.9 0.5 0.6 0.22
H 0.805981 0.118248 -1.324717 -0.1 0.1 0.3 0.22
H -2.005077 0.110429 -0.003565 0.2 0.1 -0.1 0.23
H -1.649023 0.502976 -1.758656 0.2 0.0 0.2 0.21
H -0.145563 2.435487 -0.935891 -0.1 0.0 0.0 0.21
H -0.549954 1.918495 0.788519 0.0 0.0 -0.2 0.24